(1)
Density functional theory data (ωB97M-V/def2-TZVPD) for a cluster of 2 separate species, C5H9F3OSi in total in a non-equilibrium geometry.

Calculated values
2S+1 = 1
LUMO = 0.5892 eV
net charge = 0
energy above the lowest of the compared OMol25 structures with the same formula, charge and spin = 0.00 kcal/mol

Last column: natural (NBO) charge in e.
Element x y z (Å)
Si1 -0.377 -0.219 0.142  1.44
F1 -5.267 1.340 0.409  -0.34
F2 -5.483 -0.069 -1.111  -0.35
F3 -2.102 -2.220 0.539  -0.36
O1 -3.211 -0.364 0.472  -0.58
C1 0.794 -1.374 1.153  -1.02
C2 -0.358 -0.436 -1.716  -1.14
C3 -0.473 1.637 0.644  -1.07
C4 -5.424 0.056 0.199  0.67
C5 -2.127 -0.881 0.504  0.55
H1 0.624 -0.084 -2.248  0.25
H2 -1.369 1.990 0.412  0.24
H3 -1.016 0.249 -2.262  0.26
H4 -0.470 -1.529 -2.063  0.26
H5 1.201 -2.117 0.533  0.24
H6 0.262 -1.729 1.943  0.24
H7 -0.522 1.773 1.807  0.25
H8 0.378 2.217 0.212  0.24
H9 1.531 -0.784 1.482  0.23

---

(2)
Density functional theory data (ωB97M-V/def2-TZVPD) for a structure of composition C5H9F6O5PZn in a non-equilibrium geometry.

Calculated values
2S+1 = 1
LUMO = 5.1575 eV
net charge = -2
energy above the lowest of the compared OMol25 structures with the same formula, charge and spin = 0.00 kcal/mol

Last column: natural (NBO) charge in e.
Element x y z (Å)
Zn1 0.407 -7.943 17.947  1.72
P1 2.058 -5.110 16.475  2.61
F1 3.527 -5.729 16.320  -0.58
F2 2.489 -3.591 16.209  -0.59
F3 1.870 -5.425 14.890  -0.59
F4 1.492 -6.676 16.859  -0.65
F5 2.232 -4.924 18.082  -0.59
F6 0.537 -4.630 16.569  -0.59
O1 1.824 -9.361 18.321  -1.01
O2 0.819 -10.406 15.505  -0.71
O3 -0.068 -6.729 19.519  -0.82
O4 -0.542 -8.784 16.168  -0.88
O5 -1.555 -8.118 19.042  -0.77
C1 2.432 -9.282 19.562  -0.22
C2 -0.250 -9.790 15.442  0.77
C3 -1.242 -7.118 19.736  0.75
C4 -1.344 -10.364 14.519  -0.72
C5 -2.198 -6.233 20.503  -0.71
H1 2.999 -10.200 19.795  0.10
H2 -2.697 -5.529 19.842  0.23
H3 -1.672 -5.689 21.290  0.21
H4 -1.159 -11.428 14.362  0.20
H5 -2.928 -6.771 21.113  0.20
H6 -2.356 -10.278 14.918  0.19
H7 1.750 -9.091 20.410  0.11
H8 -1.295 -9.906 13.529  0.20
H9 3.151 -8.443 19.556  0.12

---

(3)
Density functional theory data (ωB97M-V/def2-TZVPD) for a structure of composition C5H9F7IN2O2P2S in a non-equilibrium geometry.

Calculated values
2S+1 = 1
LUMO = 1.6202 eV
net charge = -1

Last column: natural (NBO) charge in e.
Element x y z (Å)
I1 3.069 3.369 2.192  -0.64
S1 -0.940 -1.210 -1.128  1.64
P1 2.451 1.172 0.651  0.77
P2 0.850 -0.010 -0.377  0.89
F1 -2.355 0.837 -2.001  -0.31
F2 -3.347 -1.038 0.876  -0.29
F3 -3.418 -1.042 -1.909  -0.31
F4 -1.592 0.674 1.747  -0.30
F5 -3.526 1.539 1.921  -0.32
F6 -2.234 2.255 0.375  -0.29
F7 -4.542 0.467 -0.072  -0.30
O1 -1.103 -2.449 -0.368  -0.94
O2 -0.670 -1.603 -2.512  -0.96
N1 1.702 -0.182 -1.868  -1.11
N2 3.304 2.058 -0.382  -1.34
C1 2.021 -2.224 0.820  -0.44
C2 1.020 -1.315 0.974  -0.42
C3 -2.594 1.160 1.021  0.92
C4 -3.266 0.071 0.120  0.55
C5 -2.556 -0.245 -1.228  0.40
H1 1.846 2.018 1.741  0.02
H2 1.966 -1.144 -2.068  0.40
H3 3.078 -1.926 0.804  0.22
H4 3.302 0.250 1.329  -0.07
H5 4.255 1.698 -0.291  0.35
H6 0.289 -1.296 1.795  0.23
H7 1.746 -3.286 0.735  0.22
H8 0.009 1.140 -0.245  0.00
H9 1.236 0.263 -2.654  0.41

---

(4)
Density functional theory data (ωB97M-V/def2-TZVPD) for the molecule C5H9FN2 in a non-equilibrium geometry.

Calculated values
2S+1 = 1
LUMO = 0.8273 eV
net charge = 0
SMILES = CN[C@@H](C#N)[C@@H](C)F
energy above the lowest of the compared OMol25 structures with the same formula, charge and spin = 43.32 kcal/mol

Last column: natural (NBO) charge in e.
Element x y z (Å)
F1 0.188 0.890 -1.476  -0.37
N1 2.450 -1.664 0.162  -0.32
N2 -0.744 -1.485 -0.342  -0.62
C1 -2.096 -0.962 -0.538  -0.42
C2 1.423 -1.171 0.413  0.26
C3 0.049 -0.699 0.485  -0.15
C4 1.478 1.669 0.492  -0.68
C5 0.290 0.986 -0.090  0.22
H1 -2.916 -1.600 -0.732  0.21
H2 -2.381 -0.236 0.314  0.20
H3 -0.197 -0.624 1.638  0.23
H4 -2.152 -0.324 -1.461  0.19
H5 -0.238 -1.801 -1.125  0.39
H6 1.337 1.711 1.504  0.22
H7 2.467 1.166 0.458  0.24
H8 1.677 2.679 0.115  0.23
H9 -0.634 1.463 0.184  0.16

---

(5)
Density functional theory data (ωB97M-V/def2-TZVPD) for the molecule C5H9FN2.

Calculated values
2S+1 = 1
LUMO = 0.7410 eV
net charge = 0
SMILES = CN[C@@H](C#N)[C@@H](C)F
energy above the lowest of the compared OMol25 structures with the same formula, charge and spin = 10.97 kcal/mol

Last column: natural (NBO) charge in e.
Element x y z (Å)
F1 -1.706 0.108 -1.668  -0.35
N1 -0.168 2.939 0.056  -0.31
N2 1.041 -0.013 -1.022  -0.59
C1 -0.085 1.802 -0.002  0.28
C2 0.029 0.353 -0.048  -0.19
C3 -2.430 0.126 0.581  -0.65
C4 -1.336 -0.274 -0.398  0.23
C5 2.386 0.324 -0.611  -0.42
H1 -1.225 -1.368 -0.440  0.16
H2 2.457 1.405 -0.490  0.21
H3 -3.371 -0.326 0.279  0.23
H4 -2.547 1.207 0.584  0.23
H5 0.969 -1.000 -1.246  0.36
H6 2.683 -0.152 0.337  0.16
H7 -2.178 -0.211 1.583  0.22
H8 0.285 0.018 0.983  0.21
H9 3.076 0.016 -1.392  0.21

---

(6)
Density functional theory data (ωB97M-V/def2-TZVPD) for a structure of composition C5H9FN2 in a non-equilibrium geometry.

Calculated values
2S+1 = 1
LUMO = 0.4496 eV
net charge = 0
energy above the lowest of the compared OMol25 structures with the same formula, charge and spin = 129.69 kcal/mol

Last column: natural (NBO) charge in e.
Element x y z (Å)
F1 2.476 -0.631 0.149  -0.32
N1 -0.263 1.667 -0.703  -0.83
N2 -1.088 -0.532 1.056  -0.61
C1 -1.104 -0.981 -0.373  -0.24
C2 0.665 1.208 0.322  -0.13
C3 1.261 -0.116 -0.064  0.32
C4 0.375 -1.030 -0.938  -0.47
C5 0.215 0.098 1.203  -0.12
H1 -1.640 -1.928 -0.519  0.20
H2 1.436 2.007 0.727  0.22
H3 0.567 0.234 2.291  0.22
H4 0.390 -0.703 -2.075  0.23
H5 -1.707 -0.332 -0.973  0.20
H6 -0.966 -1.396 1.599  0.37
H7 -1.583 1.560 -0.140  0.37
H8 0.807 -2.097 -0.804  0.22
H9 0.159 2.973 -0.759  0.37

---

(7)
Density functional theory data (ωB97M-V/def2-TZVPD) for a structure of composition C5H9FN2O2 in a non-equilibrium geometry.

Calculated values
2S+1 = 1
LUMO = 0.4487 eV
net charge = 0
energy above the lowest of the compared OMol25 structures with the same formula, charge and spin = 43.27 kcal/mol

Last column: natural (NBO) charge in e.
Element x y z (Å)
F1 -0.445 -1.818 -1.484  -0.37
O1 -1.582 0.611 1.104  -0.62
O2 1.554 -1.759 1.899  -0.68
N1 0.523 -0.046 0.410  -0.68
N2 -0.376 1.905 -0.280  -0.63
C1 -0.592 0.760 0.451  0.79
C2 -1.418 2.926 -0.601  -0.42
C3 0.512 -1.258 1.100  0.31
C4 0.366 -3.822 -0.522  -0.56
C5 0.227 -2.505 -0.494  0.31
H1 0.002 -4.539 -1.191  0.21
H2 -1.296 3.941 -0.255  0.20
H3 -1.664 3.019 -1.589  0.20
H4 -2.308 2.478 -0.018  0.24
H5 1.422 0.307 0.213  0.40
H6 2.307 -1.850 1.265  0.48
H7 -0.493 -1.587 1.502  0.24
H8 0.967 -4.221 0.219  0.21
H9 0.413 1.672 -0.886  0.37

---

(8)
Density functional theory data (ωB97M-V/def2-TZVPD) for the ion C5H9FN3 with charge +1 in a non-equilibrium geometry.

Calculated values
2S+1 = 1
LUMO = -4.5898 eV
net charge = +1
SMILES = C[N@H+]1C=C(F)C(N)=NC1
energy above the lowest of the compared OMol25 structures with the same formula, charge and spin = 29.24 kcal/mol

Last column: natural (NBO) charge in e.
Element x y z (Å)
F1 2.372 -1.721 -0.030  -0.27
N1 -1.008 -0.337 0.415  -0.38
N2 2.866 1.085 0.064  -0.75
N3 0.612 1.408 0.085  -0.49
C1 -2.356 -0.599 -0.135  -0.42
C2 0.031 -1.295 0.228  -0.11
C3 -0.633 0.999 -0.175  -0.05
C4 1.604 0.545 0.065  0.37
C5 1.345 -0.860 0.171  0.38
H1 -2.968 0.278 0.264  0.25
H2 -2.649 -1.661 0.000  0.25
H3 -0.253 -2.399 0.218  0.27
H4 -1.332 1.772 0.140  0.23
H5 3.646 0.533 -0.419  0.42
H6 -2.327 -0.363 -1.148  0.23
H7 -1.140 -0.270 1.415  0.44
H8 -0.756 0.824 -1.210  0.19
H9 2.947 2.061 0.052  0.42

---

(9)
Density functional theory data (ωB97M-V/def2-TZVPD) for a cluster of 2 separate species, C5H9FO in total in a non-equilibrium geometry.

Calculated values
2S+1 = 1
LUMO (alpha / beta) = 0.4059 / 0.3053 eV
net charge = 0
energy above the lowest of the compared OMol25 structures with the same formula, charge and spin = 119.23 kcal/mol

Last column: natural (NBO) charge in e.
Element x y z (Å)
F1 -0.603 1.820 -2.404  -0.36
O1 0.504 -1.950 0.867  -0.49
C1 1.434 -0.870 0.961  -0.10
C2 -0.526 -0.335 -0.506  -0.33
C3 -0.039 -0.633 0.796  0.11
C4 -0.819 -0.196 2.062  -0.63
C5 0.233 1.851 -1.353  0.05
H1 2.082 -0.810 0.031  0.18
H2 1.363 1.670 -1.660  0.16
H3 1.951 -0.706 1.897  0.19
H4 -1.620 -0.089 -0.722  0.22
H5 -0.554 -0.712 2.989  0.23
H6 -0.039 2.687 -0.704  0.16
H7 -0.658 0.931 2.366  0.22
H8 0.016 -0.846 -1.181  0.19
H9 -1.807 -0.488 1.834  0.21

---

(10)
Density functional theory data (ωB97M-V/def2-TZVPD) for the molecule C5H9FO in a non-equilibrium geometry.

Calculated values
2S+1 = 1
LUMO = 1.0431 eV
net charge = 0
SMILES = CO/C(C)=C(/C)F
energy above the lowest of the compared OMol25 structures with the same formula, charge and spin = 26.91 kcal/mol

Last column: natural (NBO) charge in e.
Element x y z (Å)
F1 -1.324 -0.168 -1.430  -0.38
O1 1.203 0.895 -0.598  -0.50
C1 1.146 -0.285 1.449  -0.65
C2 0.609 1.686 -1.626  -0.25
C3 0.431 0.113 0.166  0.25
C4 -0.771 -0.444 -0.164  0.29
C5 -1.603 -1.425 0.511  -0.67
H1 -2.628 -1.097 0.396  0.23
H2 1.600 0.610 1.882  0.22
H3 1.480 2.287 -1.985  0.19
H4 2.010 -0.965 1.244  0.22
H5 -1.442 -2.400 0.015  0.22
H6 0.548 -0.747 2.221  0.22
H7 0.243 1.115 -2.472  0.19
H8 -1.339 -1.489 1.589  0.22
H9 -0.163 2.315 -1.197  0.18

---

(11)
Density functional theory data (ωB97M-V/def2-TZVPD) for the molecule C5H9FO2 in a non-equilibrium geometry.

Calculated values
2S+1 = 1
LUMO = 0.9216 eV
net charge = 0
SMILES = O[C@H]1CCO[C@@H]1CF
energy above the lowest of the compared OMol25 structures with the same formula, charge and spin = 13.61 kcal/mol

Last column: natural (NBO) charge in e.
Element x y z (Å)
F1 -1.427 -1.255 -1.091  -0.38
O1 0.290 -0.653 1.242  -0.53
O2 0.723 2.121 0.433  -0.71
C1 -1.848 -0.589 0.052  0.03
C2 1.097 0.080 -0.870  -0.48
C3 1.200 -1.013 0.195  -0.08
C4 -0.702 0.194 0.679  0.02
C5 0.099 1.067 -0.294  0.08
H1 -2.646 0.096 -0.237  0.17
H2 -0.544 1.596 -1.057  0.20
H3 -2.216 -1.344 0.757  0.18
H4 1.187 1.724 1.166  0.46
H5 0.728 -0.312 -1.835  0.23
H6 2.196 -1.083 0.639  0.18
H7 0.926 -1.977 -0.212  0.18
H8 2.049 0.564 -1.053  0.23
H9 -1.113 0.784 1.485  0.21

---

(12)
Density functional theory data (ωB97M-V/def2-TZVPD) for the molecule C5H9FO2 in a non-equilibrium geometry.

Calculated values
2S+1 = 1
LUMO = 0.7158 eV
net charge = 0
SMILES = C[C@H](F)[C@@]1(O)C[C@H]1O
energy above the lowest of the compared OMol25 structures with the same formula, charge and spin = 34.81 kcal/mol

Last column: natural (NBO) charge in e.
Element x y z (Å)
F1 -0.535 -1.628 0.013  -0.37
O1 1.898 -1.074 -0.411  -0.71
O2 -0.097 1.910 -0.672  -0.69
C1 -0.988 -0.373 -0.333  0.20
C2 0.086 0.682 -0.031  0.16
C3 0.863 0.541 1.238  -0.49
C4 1.527 0.208 -0.052  0.10
C5 -2.345 -0.117 0.221  -0.65
H1 -2.714 0.742 -0.319  0.22
H2 -2.351 0.111 1.275  0.22
H3 2.231 0.938 -0.445  0.20
H4 -0.966 -0.407 -1.388  0.17
H5 -0.631 2.505 -0.110  0.47
H6 0.676 -0.326 1.901  0.23
H7 1.136 1.423 1.816  0.22
H8 -2.979 -0.989 0.031  0.23
H9 1.155 -1.674 -0.476  0.49

---

- Which of these has the highest net charge?
  C5H9FN3

---

- 2S+1 of number 5 (C5H9FN2)?
  1

---

- Look up the net charge of the third one.
  -1

---

- Which of these has the lowest net charge?
  C5H9F6O5PZn